Molecular formula: C33H55NP2Pb
Method: DFT, ωB97M-V with the def2-TZVPD basis set

Last column: Mulliken charge in e.
Atoms and positions in Å:
Pb (0.66565, -0.38798, -0.08303)  0.5413
C (-1.12033, -3.25963, 2.06737)  0.4353
C (0.26108, -3.48245, 1.80440)  0.5304
C (0.09727, -2.15258, 3.67078)  1.2371
C (-1.21885, -2.42401, 3.21477)  0.4176
C (1.00978, -2.78052, 2.78631)  0.7056
C (-2.26570, -3.79098, 1.29814)  -1.7486
H (-1.94124, -4.26297, 0.36258)  0.3739
H (-2.99576, -3.00620, 1.04533)  0.3845
H (-2.80120, -4.55181, 1.88796)  0.4139
C (-2.45309, -1.90230, 3.82852)  -1.5332
H (-3.32393, -2.47896, 3.49800)  0.4527
H (-2.63375, -0.84856, 3.56608)  0.1691
H (-2.38184, -1.96268, 4.92191)  0.4635
C (0.48327, -1.37764, 4.86444)  -1.0750
H (1.25305, -1.92321, 5.43723)  0.3774
H (-0.38459, -1.20595, 5.51516)  0.4020
H (0.91451, -0.39286, 4.60854)  -0.0520
C (2.47984, -2.69045, 2.89841)  -1.2017
H (2.81461, -3.10603, 3.86139)  0.3811
H (2.83722, -1.64806, 2.86323)  0.1013
H (2.98116, -3.23564, 2.09062)  0.4303
C (0.84627, -4.28897, 0.70841)  -1.5787
H (1.30588, -5.20050, 1.12211)  0.4303
H (1.63715, -3.75166, 0.16013)  0.3219
H (0.08580, -4.59902, -0.01607)  0.3271
C (-2.01833, 0.33659, -4.86994)  0.0843
C (-2.21194, -0.98067, -4.68597)  -0.8946
C (-1.34274, -2.07497, -5.18890)  -0.5754
C (0.15732, -1.72265, -5.35983)  -1.0735
C (0.78154, -0.87089, -4.29033)  -0.4615
C (0.95232, 0.46250, -4.40798)  -0.4053
C (0.26053, 1.39220, -5.33726)  -0.6838
C (-1.11864, 0.96056, -5.88275)  -1.2142
H (-1.70393, -2.41670, -6.18002)  0.4050
H (0.32169, -1.27693, -6.36011)  0.2846
H (-1.43945, -2.93336, -4.50105)  0.3328
H (-0.99757, 0.32340, -6.76697)  0.2960
H (-2.76475, 1.02752, -4.46268)  0.6769
H (-3.17733, -1.31143, -4.29639)  0.6855
H (-1.61716, 1.88277, -6.22789)  0.4571
H (0.14121, 2.36298, -4.82473)  0.1624
H (1.79747, 0.96255, -3.95123)  0.9377
H (0.91923, 1.59550, -6.19287)  0.4992
H (0.69187, -2.69032, -5.36893)  0.3928
H (1.25146, -1.43450, -3.47757)  0.5028
P (-1.77009, 0.52099, -1.25078)  0.6171
P (1.77127, 1.95497, -0.99267)  0.9288
C (-0.91002, 1.78787, -2.33722)  0.1979
C (0.25736, 2.69049, -1.82880)  -1.4617
H (-1.70417, 2.41749, -2.78146)  0.7851
H (-0.55565, 1.16359, -3.15615)  -1.3209
H (0.62072, 3.31189, -2.65328)  0.6167
H (-0.17094, 3.35621, -1.06472)  0.5530
C (3.01890, 3.23794, -0.63884)  -1.4414
H (3.87763, 2.75301, -0.14594)  0.4227
H (2.62859, 4.01914, 0.02026)  0.3756
H (3.37263, 3.67975, -1.58710)  0.4782
C (3.00191, 0.91880, -1.92273)  -1.6835
H (3.62295, 1.57043, -2.55883)  0.4435
H (2.58511, 0.10334, -2.52374)  0.4438
H (3.66333, 0.43925, -1.17948)  0.4234
C (-3.56520, 0.55546, -1.61058)  -1.3045
H (-4.00702, -0.33917, -1.15279)  0.3802
H (-3.74966, 0.54682, -2.69001)  0.4071
H (-3.99882, 1.44658, -1.15048)  0.4268
C (-1.33039, -1.11150, -2.01770)  -0.8693
H (-0.76491, -1.86170, -1.44854)  0.3397
H (-0.71732, -0.85545, -2.88810)  -0.2669
H (-2.21977, -1.63382, -2.37805)  0.6860
C (1.24068, 2.17678, 5.35314)  -1.0268
N (1.94927, 1.57226, 4.23565)  0.5261
C (3.37611, 1.39824, 4.48653)  -1.1599
C (1.69653, 2.12753, 2.91662)  -1.5765
C (0.24409, 2.10456, 2.50867)  1.0029
C (-0.49973, 3.21318, 2.95547)  -0.3235
C (-1.87883, 3.25413, 2.80292)  -0.9881
C (-2.50924, 2.16109, 2.21311)  -1.4470
C (-1.73715, 1.08991, 1.70791)  -0.9659
C (-0.34594, 1.11657, 1.71062)  0.3257
H (1.51963, 1.62571, 6.26386)  0.3917
H (0.15875, 2.08181, 5.21761)  0.3171
H (1.47870, 3.24456, 5.51672)  0.3342
H (3.51780, 0.87414, 5.44364)  0.3734
H (3.79924, 0.78594, 3.67517)  0.2984
H (3.93688, 2.35973, 4.52223)  0.3395
H (2.05778, 3.18563, 2.86430)  0.3853
H (2.30057, 1.55118, 2.19505)  0.0367
H (0.02006, 4.02950, 3.46229)  0.4722
H (-2.44492, 4.11136, 3.16376)  0.4457
H (-3.59461, 2.12687, 2.12779)  0.4878
H (-2.27712, 0.25442, 1.24536)  1.4579

Properties
ΔE to the lowest compared entry with this formula, charge and spin: 0.0 kcal per mole
Kohn-Sham gap (spin up / spin down): 4.9978 / 5.0333 eV
HOMO energy (spin up / spin down): -12.92 / -12.92 eV
spin multiplicity: 1
charge: +2
lowest unoccupied orbital energy (spin up / spin down): -7.925 / -7.889 eV
maximum force: 3.22 eV/A
energy: -2219.97425 a.u.